Entry 1:
ORCA calculation (the ωB97M-V functional and the def2-TZVPD basis) on a molecular structure, C18H25N5O3.

```
51
Properties=species:S:1:pos:R:3:lowdin_charge:R:1
C 2.476 1.113 -7.112 -0.13
C 2.992 0.369 -5.899 -0.26
C 3.990 -0.783 -6.329 -0.24
C 4.687 -1.496 -5.342 -0.27
O 3.675 -2.354 -4.839 -0.05
C 3.212 -1.968 -3.664 -0.24
C 3.451 -0.697 -2.950 0.01
C 2.494 -0.739 -1.787 -0.03
C 1.617 -1.684 -1.358 -0.28
C 1.453 -2.742 -2.014 -0.11
C 2.368 -3.161 -3.071 0.07
H 2.173 -4.079 -3.772 0.13
H 0.631 -3.438 -1.794 0.12
C 0.900 -1.397 -0.036 -0.40
N 0.812 -0.322 0.575 0.12
N 0.146 -0.432 1.552 -0.14
N -0.586 -1.518 1.394 0.10
N 0.016 -2.151 0.361 0.12
C -0.351 0.309 2.757 -0.22
H 0.311 1.380 2.453 0.23
H 0.108 -0.036 3.508 0.08
C -1.575 0.531 2.814 -0.22
C -2.020 1.398 4.056 -0.17
O -1.041 2.044 4.657 -0.01
N -3.525 1.333 4.298 -0.03
C -4.607 1.105 3.644 -0.30
H -4.336 0.607 2.649 0.19
C -5.367 2.165 3.160 -0.18
O -5.644 3.218 4.067 -0.13
C -4.616 3.724 4.829 -0.17
H -5.027 4.164 5.650 0.10
C -3.872 2.437 5.287 -0.09
H -2.871 2.872 5.886 0.18
H -4.424 2.019 6.011 0.07
H -4.015 4.294 4.062 0.15
H -6.229 1.834 2.741 0.10
H -4.917 2.757 2.279 0.17
H -4.977 0.666 4.374 0.08
H -2.185 -0.474 2.972 0.18
H -2.031 0.896 1.899 0.15
H 2.720 0.445 -1.104 0.19
H 4.299 -0.059 -3.161 0.08
H 5.587 -2.148 -5.871 0.18
H 5.234 -0.731 -4.755 0.12
H 4.887 -0.388 -7.158 0.18
H 3.424 -1.373 -7.047 0.11
H 3.559 1.178 -5.364 0.12
H 2.210 0.025 -5.370 0.06
H 1.689 1.682 -6.790 0.02
H 3.338 1.481 -7.835 0.12
H 1.864 0.293 -7.781 0.12
```

* ΔE to the lowest compared entry with this formula, charge and spin: 1902.8 kJ/mol
* frontier orbital gap: 8.70 eV
* max |F|: 17.78 eV Å⁻¹

---

Entry 2:
ORCA calculation (the ωB97M-V functional and the def2-TZVPD basis) on 4 unconnected molecules or ions with the total composition C12H16O12.

```
40
Properties=species:S:1:pos:R:3:lowdin_charge:R:1
O -0.122 -7.633 -0.591 0.17
C -0.161 -6.497 -0.944 -0.57
O -0.334 -6.017 -2.165 0.08
C -0.355 -4.569 -2.095 -0.08
C -0.114 -4.207 -0.632 -0.13
O 0.034 -5.484 -0.030 0.04
H 0.210 -4.132 -2.911 0.13
H -1.402 -4.308 -2.268 0.13
H -0.978 -3.633 -0.290 0.12
H 0.783 -3.649 -0.350 0.12
O -0.640 1.586 -0.794 0.15
C -0.216 0.931 0.115 -0.59
O 0.225 1.520 1.245 0.06
C 0.618 0.533 2.197 -0.10
C 0.513 -0.788 1.421 -0.09
O -0.086 -0.383 0.178 0.07
H 1.657 0.667 2.510 0.12
H 0.007 0.690 3.084 0.14
H -0.123 -1.501 1.950 0.13
H 1.398 -1.334 1.095 0.13
O 6.374 3.879 3.705 0.17
C 5.386 3.963 3.045 -0.58
O 4.906 3.007 2.194 0.06
C 3.609 3.333 1.788 -0.13
C 3.701 4.899 1.917 -0.08
O 4.565 4.990 3.052 0.07
H 3.404 3.184 0.721 0.13
H 2.757 2.812 2.232 0.11
H 2.770 5.406 2.150 0.13
H 4.134 5.290 1.000 0.13
O -6.089 -1.216 -2.159 0.16
C -5.318 -0.305 -2.242 -0.58
O -4.378 -0.187 -3.201 0.06
C -3.646 1.022 -3.004 -0.10
C -3.925 1.336 -1.513 -0.10
O -5.204 0.715 -1.384 0.06
H -2.602 0.882 -3.260 0.13
H -4.086 1.831 -3.588 0.13
H -4.082 2.402 -1.374 0.13
H -3.188 0.965 -0.804 0.11
```

* ΔE to the lowest compared entry with this formula, charge and spin: 123.9 kJ/mol
* SMILES: O=C1OCCO1.O=C1OCCO1.O=C1OCCO1.O=C1OCCO1
* frontier orbital gap: 10.92 eV
* max |F|: 3.17 eV Å⁻¹

---

Entry 3:
ORCA calculation (the ωB97M-V functional and the def2-TZVPD basis) on 2 unconnected molecules or ions with the total composition C22H29N2.

```
53
Properties=species:S:1:pos:R:3:lowdin_charge:R:1
C 0.044 3.496 1.377 0.02
C -0.766 2.455 0.745 -0.18
N -1.915 2.730 0.078 -0.01
C -2.465 4.061 -0.063 0.02
C -2.472 1.558 -0.447 -0.14
C -1.597 0.487 -0.129 -0.12
C -1.866 -0.762 -0.695 -0.03
C -3.010 -0.922 -1.497 -0.05
C -3.878 0.150 -1.765 -0.06
C -3.602 1.426 -1.250 0.01
C -0.479 1.061 0.642 -0.12
C 0.726 0.406 1.018 0.05
C 0.740 -0.907 1.621 -0.21
C -0.473 -1.532 1.961 -0.02
C -0.508 -2.861 2.337 -0.01
C 0.643 -3.648 2.278 -0.25
C 0.546 -5.116 2.532 -0.04
C 1.879 -3.024 2.094 -0.02
C 1.952 -1.664 1.809 -0.01
H 0.773 3.006 2.021 0.10
H 0.599 4.088 0.644 0.10
H -0.566 4.182 1.963 0.10
H -3.392 4.023 -0.625 0.09
H -2.676 4.491 0.925 0.11
H -1.788 4.752 -0.590 0.11
H -1.171 -1.588 -0.538 0.10
H -3.226 -1.906 -1.912 0.11
H -4.768 -0.021 -2.367 0.11
H -4.272 2.269 -1.421 0.11
H 1.611 1.011 1.232 0.14
H -1.414 -0.978 1.897 0.13
H -1.452 -3.316 2.620 0.13
H 1.530 -5.589 2.460 0.08
H 0.153 -5.295 3.541 0.10
H -0.131 -5.611 1.825 0.10
H 2.781 -3.634 2.133 0.12
H 2.918 -1.197 1.600 0.13
C 2.007 2.629 -2.129 -0.06
C 1.409 1.385 -1.502 -0.29
N 2.198 0.248 -1.073 -0.03
C 1.676 -1.100 -1.272 -0.28
C 2.373 -2.009 -2.262 -0.07
H 1.543 3.493 -1.642 0.06
H 3.068 2.691 -1.904 0.08
H 1.829 2.725 -3.201 0.08
H 1.181 1.849 -0.525 0.05
H 0.424 1.119 -1.939 0.14
H 3.178 0.289 -1.402 0.14
H 1.871 -1.567 -0.314 0.06
H 0.581 -1.085 -1.385 0.10
H 2.166 -3.059 -2.015 0.08
H 2.023 -1.816 -3.281 0.08
H 3.461 -1.874 -2.207 0.08
```

* charge: +1
* ΔE to the lowest compared entry with this formula, charge and spin: 184.9 kJ/mol
* frontier orbital gap: 6.58 eV
* max |F|: 2.80 eV Å⁻¹

---

Entry 4:
ORCA calculation (the ωB97M-V functional and the def2-TZVPD basis) on a single C2H3ClN2 molecule.

```
8
Properties=species:S:1:pos:R:3:lowdin_charge:R:1
C -0.019 -1.363 1.146 -0.79
C -0.029 -0.189 0.177 -0.07
N 0.798 -0.952 3.291 0.22
N 0.359 -1.115 2.283 -0.20
Cl -0.613 -2.964 0.861 0.65
H 0.937 -0.098 -0.181 0.04
H -0.144 0.762 0.672 0.07
H -0.744 -0.394 -0.645 0.09
```

* ΔE to the lowest compared entry with this formula, charge and spin: 252.8 kJ/mol
* frontier orbital gap: 8.77 eV
* max |F|: 4.19 eV Å⁻¹

---

Entry 5:
ORCA calculation (the ωB97M-V functional and the def2-TZVPD basis) on 2 unconnected molecules or ions with the total composition C2H7S.

```
10
Properties=species:S:1:pos:R:3:lowdin_charge:R:1
C 0.215 -5.964 -1.014 -0.05
H 1.209 -6.379 -1.143 0.01
H 0.183 -5.514 -0.029 0.01
H -0.501 -6.781 -0.974 0.01
H 0.034 -5.277 -1.837 0.02
C -0.317 5.921 0.988 -0.81
S 0.821 7.301 1.317 -0.10
H -0.011 5.031 1.548 -0.03
H -1.384 6.058 1.198 -0.02
H -0.249 5.603 -0.053 -0.04
```

* charge: -1
* ΔE to the lowest compared entry with this formula, charge and spin: 54.8 kJ/mol
* frontier orbital gap: 4.28 eV
* max |F|: 0.70 eV Å⁻¹

---

Entry 6:
ORCA calculation (the ωB97M-V functional and the def2-TZVPD basis) on a molecular structure, C20H30F3IN2O6P2S.

```
65
Properties=species:S:1:pos:R:3:lowdin_charge:R:1
C 3.855 1.845 2.455 -0.16
C 3.099 1.161 1.324 -0.32
C 2.143 -0.008 1.670 -0.64
I 1.839 -0.243 3.819 0.99
C 0.830 0.026 0.807 -0.54
C 0.129 1.376 0.610 -0.17
C 0.281 2.483 1.664 -0.18
O -0.839 3.346 1.511 -0.10
C -0.735 4.105 0.319 -0.07
C -1.827 3.745 -0.686 -0.58
F -1.395 2.829 -1.602 0.10
F -2.132 4.840 -1.362 0.15
F -2.940 3.241 -0.115 0.13
S -0.392 -1.000 1.815 1.11
C 0.158 -2.411 1.150 -0.51
C -0.055 -3.678 1.941 -0.18
O 1.091 -4.013 2.724 -0.09
N 2.266 -4.120 1.907 -0.02
O 3.135 -3.508 2.364 0.10
N 0.748 -2.278 -0.051 -0.16
P 1.299 -3.653 -0.944 0.74
O 0.506 -4.859 -0.674 -0.36
C 0.794 -0.864 -0.481 -0.48
C -0.359 -0.594 -1.489 -0.10
C -1.743 -1.073 -1.106 -0.23
C -2.078 -2.425 -1.158 -0.06
C -3.354 -2.833 -0.819 -0.06
C -4.316 -1.914 -0.430 -0.04
C -4.009 -0.560 -0.367 -0.25
C -5.004 0.476 0.062 -0.03
C -2.723 -0.166 -0.726 -0.01
P 2.446 -0.325 -1.371 0.96
C 2.628 -1.292 -2.908 -0.28
O 2.114 1.169 -1.913 -0.25
H 4.564 2.550 2.022 0.08
H 4.449 1.132 3.022 0.05
H 3.207 2.413 3.118 0.05
H 3.856 0.753 0.658 0.07
H 2.581 1.917 0.743 0.09
H 2.660 -0.930 1.416 0.04
H 0.382 1.807 -0.354 0.10
H -0.939 1.181 0.578 0.09
H 1.177 3.073 1.481 0.12
H 0.266 2.136 2.694 0.10
H 0.223 3.995 -0.188 0.14
H -0.848 5.164 0.539 0.15
H -0.408 -4.509 1.339 0.12
H -0.817 -3.456 2.685 0.13
H 2.647 -3.805 -0.608 0.04
H 1.180 -3.210 -2.258 0.03
H -0.087 -1.144 -2.393 0.10
H -0.381 0.453 -1.777 0.11
H -1.361 -3.165 -1.486 0.09
H -3.637 -3.875 -0.873 0.11
H -5.317 -2.234 -0.179 0.11
H -5.230 1.178 -0.737 0.09
H -5.915 0.028 0.449 0.08
H -4.570 1.064 0.871 0.08
H -2.487 0.888 -0.707 0.10
H 1.752 -1.349 -3.556 0.05
H 3.026 -2.279 -2.695 0.01
H 3.403 -0.763 -3.463 0.05
H 1.528 1.208 -2.683 0.09
O 0.237 5.669 -2.927 -0.64
H -0.604 5.287 -2.669 -0.25
```

* ΔE to the lowest compared entry with this formula, charge and spin: 0.0 kJ/mol
* frontier orbital gap: 1.81 eV
* max |F|: 2.13 eV Å⁻¹